C34H45N7Pd | ωB97M-V/def2-TZVPD

Summary:
<S²>: 2.004
E_HOMO (spin up / spin down) (eV): 2.75 / -0.48
Multiplicity: 3
Net charge: -2
Strongest force on any atom (eV/Å): 8.17
Gap between HOMO and LUMO (spin up / spin down) (eV): 1.47 / 4.64
Molecular weight (g mol⁻¹): 658.20

Structure (XYZ):
```
87
C34H45N7Pd, DFT ωB97M-V/def2-TZVPD
Pd -0.998 -0.765 -0.179
N 0.608 -2.371 3.370
N -0.848 0.967 2.277
C -2.282 -1.293 -1.700
C -2.836 -1.681 -0.437
C -1.915 -2.585 0.184
C -2.012 -3.225 1.520
H -2.942 -2.943 2.020
H -1.165 -2.950 2.164
H -1.998 -4.320 1.427
C -0.799 -2.751 -0.689
C 0.364 -3.630 -0.381
H 0.093 -4.693 -0.430
H 0.727 -3.440 0.638
H 1.185 -3.460 -1.081
C -1.023 -1.953 -1.855
C -0.127 -1.826 -3.041
H 0.814 -2.359 -2.882
H 0.107 -0.774 -3.252
H -0.598 -2.241 -3.943
C -4.095 -1.165 0.158
H -4.954 -1.780 -0.139
H -4.294 -0.140 -0.171
H -4.040 -1.173 1.252
C -2.902 -0.355 -2.673
H -2.151 0.060 -3.353
H -3.383 0.481 -2.155
H -3.667 -0.855 -3.282
C 1.716 -2.915 3.851
H 1.753 -4.010 3.848
C 2.795 -2.148 4.328
H 3.670 -2.675 4.697
C 2.736 -0.746 4.315
H 3.571 -0.136 4.676
C 1.559 -0.152 3.875
H 1.375 0.924 3.904
C 0.454 -1.015 3.522
C -0.865 -0.549 3.421
H -1.711 -1.160 3.024
C -1.075 0.959 0.992
C -1.131 2.197 2.783
H -1.038 2.336 3.849
C -1.515 3.010 1.788
H -1.817 4.051 1.802
N -1.504 2.216 0.638
C -2.044 2.615 -0.622
C -3.383 3.026 -0.664
C -3.861 3.562 -1.860
H -4.901 3.898 -1.905
C -3.030 3.701 -2.976
C -3.528 4.390 -4.211
H -3.070 3.957 -5.107
H -3.282 5.461 -4.199
H -4.617 4.302 -4.287
C -1.719 3.220 -2.915
H -1.063 3.291 -3.788
C -1.204 2.671 -1.740
C 0.215 2.200 -1.670
H 0.790 2.689 -0.870
H 0.716 2.418 -2.622
H 0.272 1.103 -1.512
C -4.277 2.890 0.526
H -3.941 3.500 1.374
H -4.378 1.849 0.868
H -5.280 3.234 0.244
C 3.146 -0.910 -1.456
N 2.515 -0.773 -0.126
C 2.758 0.590 0.385
N 4.203 0.904 0.475
C 4.800 0.729 -0.878
N 4.606 -0.643 -1.411
C 5.217 -1.596 -0.446
N 4.626 -1.474 0.915
C 3.171 -1.714 0.801
C 4.834 -0.082 1.382
H 2.679 -0.195 -2.150
H 2.991 -1.939 -1.814
H 2.317 0.669 1.390
H 2.290 1.312 -0.295
H 5.879 0.924 -0.809
H 4.323 1.443 -1.565
H 5.048 -2.620 -0.807
H 6.292 -1.382 -0.378
H 3.013 -2.743 0.447
H 2.717 -1.583 1.794
H 5.915 0.117 1.412
H 4.401 0.025 2.389
```

=====

C34H46BF2N7OPPt | ωB97M-V/def2-TZVPD

Summary:
E_HOMO (eV): -17.42
Net charge: +3
Strongest force on any atom (eV/Å): 0.88
Gap between HOMO and LUMO (eV): 7.85
Molecular weight (g mol⁻¹): 843.65

Structure (XYZ):
```
93
C34H46BF2N7OPPt, DFT ωB97M-V/def2-TZVPD
Pt 0.140 -1.938 -0.727
N -3.458 -3.257 0.895
C -2.150 -3.177 1.082
N -1.651 -2.451 0.087
C -2.741 -2.129 -0.694
N -3.850 -2.609 -0.219
C -2.576 -1.330 -1.914
C -3.641 -0.881 -2.681
N -3.433 -0.153 -3.773
C -2.185 0.122 -4.113
C -1.109 -0.321 -3.342
N -1.313 -1.040 -2.246
H -4.144 -3.744 1.459
H -1.604 -3.608 1.907
H -4.660 -1.114 -2.394
H -2.027 0.695 -5.018
H -0.088 -0.094 -3.622
C 3.570 -0.041 -2.446
C 3.932 -0.945 -3.433
C 3.225 -2.134 -3.559
C 2.181 -2.390 -2.694
N 1.823 -1.488 -1.756
C 2.506 -0.346 -1.620
C 1.368 -3.612 -2.687
C 1.655 -4.750 -3.412
C 0.806 -5.846 -3.334
C -0.312 -5.785 -2.519
C -0.541 -4.636 -1.791
N 0.275 -3.574 -1.878
H 4.104 0.890 -2.316
H 4.755 -0.729 -4.102
H 3.489 -2.848 -4.326
H 2.178 0.313 -0.836
H 2.541 -4.794 -4.028
H 1.019 -6.739 -3.908
H -0.999 -6.615 -2.438
H -1.391 -4.550 -1.133
F 0.724 -3.429 1.742
B 1.290 -2.745 0.770
F 2.593 -2.623 0.726
O -0.038 -0.167 0.272
P 0.310 1.141 1.078
C -1.062 1.776 2.084
C -2.154 2.449 1.223
C -3.003 1.458 0.430
C -3.476 0.279 1.311
C -3.187 0.517 2.785
C -1.683 0.683 3.005
C 0.863 2.414 -0.116
C 0.776 3.891 0.379
C 0.241 4.827 -0.710
C 0.968 4.599 -2.034
C 0.844 3.135 -2.518
C 0.166 2.243 -1.476
C 1.784 0.842 2.123
C 1.758 -0.479 2.916
C 1.332 -0.398 4.384
C 1.944 0.788 5.117
C 1.671 2.094 4.384
C 2.222 2.061 2.960
H -0.574 2.545 2.687
H -1.732 3.209 0.568
H -2.808 2.983 1.914
H -2.432 1.080 -0.426
H -3.861 1.991 0.021
H -2.939 -0.624 1.023
H -4.539 0.093 1.153
H -3.539 -0.322 3.387
H -3.726 1.399 3.130
H -1.208 -0.285 2.809
H -1.498 0.934 4.048
H 1.919 2.165 -0.278
H 1.774 4.233 0.655
H 0.151 3.988 1.266
H 0.381 5.857 -0.384
H -0.834 4.682 -0.842
H 2.019 4.872 -1.918
H 0.573 5.280 -2.785
H 1.835 2.731 -2.753
H 0.268 3.093 -3.445
H 0.218 1.200 -1.782
H -0.890 2.508 -1.395
H 2.514 0.719 1.312
H 2.770 -0.890 2.885
H 1.120 -1.196 2.398
H 1.626 -1.328 4.872
H 0.246 -0.345 4.469
H 3.026 0.650 5.215
H 1.542 0.836 6.129
H 2.134 2.925 4.916
H 0.592 2.285 4.382
H 3.313 2.032 3.029
H 1.984 2.989 2.438
```

=====

C34H46CdN7O3S | ωB97M-V/def2-TZVPD

Summary:
E_HOMO (eV): -3.98
Net charge: -1
Strongest force on any atom (eV/Å): 0.16
Gap between HOMO and LUMO (eV): 6.51
Molecular weight (g mol⁻¹): 745.27

Structure (XYZ):
```
92
C34H46CdN7O3S, DFT ωB97M-V/def2-TZVPD
Cd 0.106 -0.239 0.243
C -0.465 -2.167 3.430
C -1.649 -1.528 2.696
C -1.692 -0.017 2.872
N -0.565 0.603 2.197
C 0.094 1.617 2.696
C 0.032 1.972 4.075
C 0.452 3.079 4.789
C 0.999 4.277 4.360
C 1.310 4.556 3.033
C 1.306 3.739 1.927
C 1.000 2.350 1.736
N 1.368 1.701 0.672
C 2.194 2.374 -0.313
C 2.868 1.450 -1.327
C 1.934 0.555 -2.158
N 1.594 -0.629 -1.396
C 2.352 -1.670 -1.369
C 3.563 -1.789 -2.139
C 4.242 -2.896 -2.581
C 4.003 -4.253 -2.347
C 3.115 -4.739 -1.403
C 2.324 -4.071 -0.483
C 2.039 -2.687 -0.295
N 1.465 -2.193 0.774
C 1.545 -2.939 2.018
C 0.220 -3.326 2.685
H -0.800 -2.508 4.413
H 0.286 -1.394 3.618
H -2.594 -1.960 3.040
H -1.586 -1.762 1.632
H -1.744 0.210 3.940
H -2.601 0.394 2.418
H -0.425 1.215 4.697
H 0.277 3.003 5.859
H 1.167 5.052 5.097
H 1.632 5.575 2.831
H 1.592 4.242 1.014
H 2.989 2.950 0.179
H 1.579 3.100 -0.863
H 3.595 0.814 -0.813
H 3.435 2.096 -2.005
H 2.400 0.306 -3.117
H 1.005 1.089 -2.370
H 3.964 -0.842 -2.478
H 5.081 -2.676 -3.235
H 4.595 -4.971 -2.901
H 3.063 -5.823 -1.329
H 1.803 -4.723 0.210
H 2.077 -2.295 2.730
H 2.164 -3.833 1.904
H 0.450 -4.125 3.395
H -0.461 -3.758 1.943
C -3.740 -0.920 -0.484
N -3.544 -2.248 -1.045
C -4.530 -2.580 -2.057
C -2.285 -2.783 -1.094
N -1.241 -2.129 -0.721
N -2.243 -4.097 -1.587
C -0.935 -4.632 -1.910
C -3.109 -5.078 -0.951
H -4.735 -0.873 -0.036
H -3.667 -0.152 -1.254
H -2.999 -0.711 0.278
H -4.681 -1.722 -2.720
H -5.492 -2.823 -1.595
H -4.201 -3.424 -2.655
H -0.437 -2.744 -0.671
H -0.381 -3.936 -2.537
H -1.067 -5.563 -2.462
H -0.329 -4.847 -1.019
H -3.983 -4.591 -0.528
H -2.582 -5.598 -0.140
H -3.438 -5.825 -1.678
C 1.083 7.178 -1.956
C 0.278 5.926 -1.726
C -0.289 5.661 -0.487
C -1.043 4.512 -0.273
C -1.235 3.617 -1.308
C -0.675 3.866 -2.557
C 0.074 5.011 -2.760
S -2.178 2.124 -1.068
O -3.194 2.143 -2.104
O -2.676 2.173 0.295
O -1.192 1.048 -1.283
H 1.502 7.553 -1.022
H 0.464 7.970 -2.383
H 1.906 6.995 -2.649
H -0.123 6.348 0.335
H -1.466 4.290 0.698
H -0.831 3.155 -3.358
H 0.518 5.198 -3.732
```

=====

C34H46Cl2CuINO2Se | ωB97M-V/def2-TZVPD

Summary:
<S²>: 0.755
E_HOMO (spin up / spin down) (eV): -7.32 / -7.36
Multiplicity: 2
Net charge: 0
Strongest force on any atom (eV/Å): 0.22
Gap between HOMO and LUMO (spin up / spin down) (eV): 7.14 / 6.24
Molecular weight (g mol⁻¹): 841.06

Structure (XYZ):
```
88
C34H46Cl2CuINO2Se, DFT ωB97M-V/def2-TZVPD
Cu 0.666 -2.366 1.030
C -2.657 4.505 3.003
C -3.130 3.260 2.254
C -4.387 2.724 2.952
C -3.486 3.671 0.818
C -2.060 2.169 2.217
C -2.312 0.981 1.545
C -1.351 -0.014 1.474
Se -1.747 -1.565 0.406
C -0.922 -0.944 -1.222
C -1.662 -0.059 -1.994
C -1.128 0.485 -3.147
C 0.170 0.095 -3.476
C 0.955 -0.772 -2.730
C 0.392 -1.333 -1.554
O 1.061 -2.204 -0.822
C 2.367 -1.070 -3.273
C 2.225 -1.831 -4.600
C 3.101 0.257 -3.529
C 3.280 -1.901 -2.362
C -1.885 1.464 -4.042
C -3.264 1.802 -3.476
C -1.087 2.769 -4.166
C -2.070 0.848 -5.435
C -0.090 0.126 2.078
O 0.833 -0.825 2.009
C 0.180 1.326 2.773
C -0.810 2.302 2.817
C 1.542 1.544 3.443
C 1.786 0.461 4.507
C 1.623 2.900 4.148
C 2.658 1.505 2.389
H -3.449 5.256 2.995
H -1.774 4.946 2.535
H -2.420 4.284 4.046
H -5.167 3.489 2.971
H -4.163 2.435 3.980
H -4.786 1.849 2.437
H -4.240 4.462 0.824
H -3.888 2.831 0.249
H -2.604 4.040 0.292
H -3.262 0.818 1.053
H -2.661 0.196 -1.668
H 0.600 0.502 -4.385
H 1.669 -1.252 -5.339
H 1.696 -2.774 -4.445
H 3.211 -2.055 -5.015
H 2.594 0.884 -4.262
H 4.106 0.056 -3.906
H 3.192 0.829 -2.603
H 2.897 -2.907 -2.209
H 3.409 -1.437 -1.385
H 4.260 -1.973 -2.843
H -3.189 2.257 -2.486
H -3.899 0.917 -3.401
H -3.765 2.515 -4.135
H -0.930 3.219 -3.184
H -1.627 3.485 -4.791
H -0.109 2.602 -4.619
H -2.644 -0.079 -5.373
H -1.109 0.616 -5.898
H -2.602 1.540 -6.092
H -0.592 3.219 3.343
H 1.015 0.505 5.280
H 2.758 0.622 4.983
H 1.773 -0.528 4.056
H 0.876 2.996 4.939
H 1.500 3.730 3.450
H 2.608 3.000 4.609
H 2.679 0.552 1.866
H 3.627 1.664 2.870
H 2.511 2.300 1.654
Cl 3.148 -3.533 3.855
C 1.769 -3.248 4.927
Cl 0.226 -3.411 4.082
H 1.837 -2.233 5.302
H 1.799 -3.979 5.725
I 4.288 -6.340 -1.038
C 2.418 -5.905 -0.246
C 1.383 -6.826 -0.290
C 0.156 -6.473 0.245
C 0.004 -5.214 0.795
N 1.004 -4.333 0.833
C 2.192 -4.665 0.322
H 1.532 -7.800 -0.738
H -0.678 -7.160 0.229
H -0.938 -4.888 1.216
H 2.967 -3.912 0.357
```

=====

C34H46N2O11 | ωB97M-V/def2-TZVPD

Summary:
E_HOMO (eV): -5.20
Net charge: 0
Strongest force on any atom (eV/Å): 6.09
Gap between HOMO and LUMO (eV): 3.99
Molecular weight (g mol⁻¹): 658.75

Structure (XYZ):
```
93
C34H46N2O11, DFT ωB97M-V/def2-TZVPD
C 1.816 -4.603 5.472
C 2.766 -5.244 4.473
N 3.883 -4.378 4.245
C 5.091 -4.575 4.836
C 5.946 -3.653 4.194
N 5.244 -2.896 3.236
C 3.947 -3.335 3.404
C 5.752 -2.018 2.250
H 1.235 -3.810 5.000
H 2.389 -4.238 6.325
H 1.095 -5.319 5.864
H 2.289 -5.523 3.534
H 3.219 -6.186 4.782
H 5.263 -5.320 5.599
H 7.017 -3.520 4.243
H 3.107 -2.983 2.824
H 4.970 -1.873 1.505
H 6.518 -2.588 1.725
H 6.296 -1.139 2.596
O 0.956 0.446 -0.397
H 0.420 -0.089 -1.015
C 1.960 0.464 6.955
C 2.846 0.702 7.992
C 4.072 1.326 7.688
C 4.248 1.840 6.411
C 3.395 1.680 5.396
C 2.198 0.973 5.655
O 1.249 0.707 4.687
O 5.128 1.304 8.606
H 1.086 -0.103 7.241
H 2.764 0.170 8.928
H 5.231 2.248 6.231
H 3.511 2.042 4.385
H 1.521 0.748 3.767
H 5.707 2.060 8.483
C -4.809 -1.282 0.770
C -6.120 -1.183 1.244
C -6.542 -1.832 2.416
C -5.639 -2.712 3.038
C -4.334 -2.881 2.539
C -3.951 -2.164 1.377
O -2.721 -2.456 0.754
O -7.782 -1.678 2.843
H -4.478 -0.754 -0.113
H -6.859 -0.596 0.719
H -5.932 -3.172 3.970
H -3.693 -3.672 2.898
H -2.115 -1.712 0.733
H -8.051 -2.351 3.474
C 5.899 0.050 -6.401
C 5.535 0.845 -5.286
C 4.685 0.299 -4.371
C 3.984 -0.861 -4.629
C 4.226 -1.617 -5.777
C 5.257 -1.184 -6.633
O 5.538 -2.007 -7.663
O 4.413 1.158 -3.355
H 6.595 0.390 -7.153
H 6.091 1.753 -5.104
H 3.207 -1.230 -3.977
H 3.876 -2.638 -5.806
H 5.206 -2.893 -7.499
H 3.641 0.918 -2.837
C -2.595 5.041 0.688
C -3.371 5.896 1.405
C -3.991 6.990 0.811
C -3.973 7.151 -0.581
C -3.111 6.309 -1.254
C -2.369 5.283 -0.619
O -1.662 4.485 -1.382
O -4.699 7.876 1.551
H -1.988 4.299 1.186
H -3.602 5.766 2.451
H -4.511 7.926 -1.106
H -2.937 6.331 -2.319
H -1.214 3.822 -0.851
H -4.980 8.658 1.070
C -2.650 -1.603 -6.276
O -3.478 -1.057 -7.316
C -4.405 -0.074 -6.844
C -4.826 0.803 -7.974
O -6.151 1.308 -7.678
C -6.669 2.289 -8.534
H -1.731 -2.131 -6.532
H -3.362 -2.176 -5.682
H -2.316 -0.817 -5.598
H -3.920 0.605 -6.142
H -5.276 -0.518 -6.361
H -4.878 0.207 -8.886
H -4.089 1.580 -8.179
H -7.575 2.759 -8.151
H -7.016 2.071 -9.544
H -5.912 3.065 -8.646
```